[1]
Formula: C29H40MoN11OP
Source: the OMol25 dataset
Level of theory: ωB97M-V with the def2-TZVPD basis set

Each line ends with the Löwdin charge.
Atoms and positions in Å:
Mo: -1.4362 -0.2723 1.0197  1.82
N: 0.1079 0.1123 4.1864  0.20
C: -0.0933 1.2191 3.4611  -0.40
N: 0.6077 2.2906 3.7126  0.22
C: 0.3116 3.4109 3.0338  -0.37
N: 1.0124 4.4923 3.2508  0.27
N: -0.7385 3.5057 2.1416  0.24
C: -1.3681 2.4118 1.9217  -0.28
N: -1.0504 1.1682 2.4512  -0.02
C: -2.6061 2.4093 1.1126  -0.22
C: -3.2513 3.5704 0.7523  0.06
C: -4.5396 3.4832 0.2328  0.06
C: -5.1251 2.2318 0.1159  0.03
C: -4.3913 1.1097 0.4540  -0.08
N: -3.1356 1.1726 0.9344  -0.05
H: 0.7344 0.2163 4.9765  0.15
H: -0.6646 -0.5216 4.3290  0.13
H: 1.7428 4.4941 3.9511  0.16
H: 0.7524 5.3645 2.8112  0.15
H: -2.7681 4.5227 0.9246  0.14
H: -5.0857 4.3773 -0.0413  0.15
H: -6.1443 2.1158 -0.2280  0.15
H: -4.8580 0.1405 0.3538  0.11
N: -3.0536 -1.5729 0.2434  0.00
C: -2.6906 -2.9921 0.2224  -0.23
C: -3.4042 -3.9690 -0.4100  0.05
C: -3.0002 -5.3145 -0.2700  0.01
C: -1.9232 -5.6395 0.5063  0.05
C: -1.1744 -4.6289 1.1618  -0.11
C: -0.0383 -4.8817 1.9578  0.09
C: 0.6533 -3.8275 2.5089  0.01
C: 0.2201 -2.5264 2.2725  -0.10
N: -0.8834 -2.2425 1.5715  -0.07
C: -1.5746 -3.2886 1.0042  -0.18
H: -3.4161 -1.2611 -0.6591  0.13
H: -3.8319 -1.4827 0.9040  0.13
H: -4.2791 -3.7328 -1.0055  0.14
H: -3.5658 -6.0880 -0.7717  0.14
H: -1.6258 -6.6738 0.6270  0.15
H: 0.2913 -5.9018 2.1188  0.16
H: 1.5356 -3.9878 3.1126  0.14
H: 0.7772 -1.6839 2.6582  0.10
O: 0.2381 -0.2281 0.2545  -0.46
P: 1.3284 0.3128 -0.8861  0.67
N: 0.6956 1.6942 -1.4342  -0.18
C: 1.4609 2.8614 -1.9950  -0.15
C: 0.5113 3.4562 -3.0324  -0.13
C: -0.8782 3.0776 -2.5231  -0.14
C: -0.6706 1.6600 -2.0038  -0.19
N: 1.2926 -0.9371 -1.8864  -0.19
C: 1.9362 -0.8107 -3.2341  -0.14
C: 1.3281 -1.9776 -4.0028  -0.13
C: 1.1633 -3.0521 -2.9292  -0.14
C: 0.6969 -2.2772 -1.6948  -0.17
N: 2.7356 0.5591 -0.1872  -0.16
C: 3.7267 -0.5548 -0.0094  -0.14
C: 5.0112 0.1911 0.3188  -0.14
C: 4.5114 1.3601 1.1632  -0.14
C: 3.2595 1.8197 0.4202  -0.15
H: 2.3975 2.5265 -2.4380  0.12
H: 1.6786 3.5653 -1.1941  0.11
H: 0.6912 3.0176 -4.0145  0.13
H: 0.6473 4.5313 -3.1246  0.13
H: -1.6401 3.1177 -3.2988  0.13
H: -1.1792 3.7385 -1.7067  0.11
H: -0.7431 0.9230 -2.8092  0.13
H: -1.4124 1.3891 -1.2336  0.07
H: 3.0195 -0.9072 -3.1427  0.13
H: 1.7058 0.1602 -3.6764  0.12
H: 1.9663 -2.2951 -4.8241  0.14
H: 0.3620 -1.6917 -4.4227  0.12
H: 2.1206 -3.5327 -2.7227  0.13
H: 0.4557 -3.8301 -3.2088  0.13
H: 1.0394 -2.7324 -0.7636  0.11
H: -0.3977 -2.1970 -1.6700  0.10
H: 3.7820 -1.1648 -0.9081  0.11
H: 3.4145 -1.1829 0.8289  0.12
H: 5.4841 0.5477 -0.5973  0.13
H: 5.7250 -0.4417 0.8410  0.13
H: 5.2365 2.1651 1.2594  0.13
H: 4.2521 1.0186 2.1678  0.12
H: 3.5078 2.5245 -0.3686  0.11
H: 2.5101 2.2662 1.0781  0.11

- Charge: +4
- Multiplicity: 3
- HOMO-LUMO gap (alpha / beta): 6.45 / 6.39 eV
- Calculated total energy: -60272.3509 eV
- HOMO (alpha / beta): -19.73 / -19.76 eV
- Largest force on an atom: 0.0089 Eh/bohr
- E_LUMO (alpha / beta): -0.4880 / -0.4915 Ha


[2]
Formula: C29H40N3O3
Source: the OMol25 dataset
Level of theory: ωB97M-V with the def2-TZVPD basis set

Each line ends with the Löwdin charge.
Atoms and positions in Å:
C: 1.2575 0.9656 -4.0880  -0.02
O: 0.6212 0.4848 -2.8998  -0.06
C: 0.3209 -0.8214 -2.8894  -0.43
O: 0.3053 -1.5149 -3.8903  0.12
C: 0.0135 -1.3809 -1.5151  -0.21
C: 0.8670 -2.6360 -1.3095  -0.10
C: -0.0176 -3.7433 -1.8795  -0.14
C: -1.4579 -3.2682 -1.6474  -0.14
N: -1.3450 -1.8336 -1.5594  -0.06
C: -2.3945 -0.9856 -1.3972  -0.21
C: -2.2182 0.3856 -1.4052  -0.04
C: -3.3882 1.2902 -1.3667  -0.21
C: -4.7219 0.6277 -1.7511  -0.18
C: -4.8936 -0.6875 -0.9972  -0.19
C: -3.7330 -1.6542 -1.2576  -0.13
H: 1.9852 1.6995 -3.7459  0.09
H: 1.7481 0.1447 -4.6162  0.10
H: 0.4944 1.4324 -4.7146  0.10
H: 0.1584 -0.5968 -0.7679  0.11
H: 1.8355 -2.5465 -1.8119  0.13
H: 1.0464 -2.7547 -0.2366  0.11
H: 0.1565 -3.7977 -2.9589  0.11
H: 0.1658 -4.7258 -1.4405  0.11
H: -2.1519 -3.5892 -2.4405  0.13
H: -1.8466 -3.6742 -0.6998  0.12
H: -1.2485 0.7907 -1.6876  0.07
H: -3.5067 1.6683 -0.3406  0.10
H: -3.1999 2.1638 -1.9968  0.11
H: -5.5595 1.3022 -1.5397  0.11
H: -4.7330 0.4289 -2.8288  0.12
H: -4.9558 -0.5014 0.0820  0.11
H: -5.8357 -1.1648 -1.2874  0.11
H: -3.9493 -2.2265 -2.1755  0.13
H: -3.6895 -2.4028 -0.4515  0.12
C: -0.3226 -0.9201 2.9142  0.02
N: 1.1273 -0.9815 2.9522  -0.03
C: 1.9810 -0.3635 2.1062  -0.08
C: 1.4969 0.4508 0.9866  -0.30
C: 0.3695 1.3349 1.2419  -0.04
C: -0.3506 1.8960 0.2296  0.01
C: -1.4009 2.8692 0.4838  -0.22
C: -1.8014 3.7549 -0.5503  -0.04
C: -2.8856 4.6085 -0.3754  -0.07
C: -3.5329 4.6791 0.8655  -0.06
C: -3.0911 3.8797 1.9262  -0.07
C: -2.0643 2.9509 1.7346  -0.02
O: 1.9984 0.3527 -0.1685  0.03
N: 3.2363 -0.7682 2.4400  0.09
C: 4.5018 -0.4285 1.7228  -0.54
C: 5.6906 -0.9311 2.5173  -0.04
C: 4.5932 1.0776 1.5408  -0.01
C: 4.4968 -1.1145 0.3656  -0.02
C: 3.1474 -1.6357 3.5088  0.01
C: 1.8436 -1.7560 3.8399  0.02
H: -0.6972 -1.6395 3.6507  0.11
H: -0.6926 0.0747 3.1949  0.09
H: -0.7079 -1.1819 1.9148  0.12
H: 0.2246 1.6256 2.2852  0.11
H: 0.0451 1.8078 -0.7855  0.12
H: -1.2551 3.7340 -1.5001  0.13
H: -3.2232 5.2266 -1.2103  0.12
H: -4.3602 5.3767 1.0132  0.11
H: -3.5558 3.9652 2.9122  0.11
H: -1.7781 2.2732 2.5460  0.10
H: 5.6955 -2.0244 2.5900  0.09
H: 6.6080 -0.6414 1.9894  0.11
H: 5.7349 -0.4859 3.5171  0.10
H: 3.8413 1.4369 0.8367  0.08
H: 4.4879 1.5953 2.5000  0.10
H: 5.5827 1.3144 1.1301  0.11
H: 3.7030 -0.7104 -0.2661  0.07
H: 5.4608 -0.9311 -0.1253  0.11
H: 4.3559 -2.1956 0.4779  0.10
H: 4.0043 -2.1171 3.9499  0.13
H: 1.3636 -2.3367 4.6095  0.14

- Charge: +1
- Multiplicity: 1
- HOMO-LUMO gap: 5.22 eV
- Calculated total energy: -41328.3055 eV
- Energy relative to the best compared isomer or geometry (same formula, charge and spin): 0.0 kcal/mol
- HOMO: -9.35 eV
- Largest force on an atom: 0.0758 Eh/bohr
- E_LUMO: -0.1517 Ha


[3]
Formula: C29H40N3O3
Source: the OMol25 dataset
Level of theory: ωB97M-V with the def2-TZVPD basis set

Each line ends with the Löwdin charge.
Atoms and positions in Å:
C: -1.5258 2.7008 -3.5467  -0.08
C: -0.1325 2.2596 -3.2356  -0.33
C: 0.0952 0.8318 -2.8853  -0.09
C: 0.8813 3.1825 -3.2355  -0.10
N: 2.2329 2.8912 -3.2531  -0.14
C: 3.1034 4.0652 -3.0780  -0.15
C: 4.4896 3.5855 -2.6860  -0.19
O: 5.0116 2.6679 -3.6516  -0.14
C: 4.1654 1.5433 -3.8873  -0.19
C: 2.7397 1.9329 -4.2461  -0.14
H: -2.2313 1.8939 -3.3511  0.07
H: -1.8148 3.5694 -2.9411  0.08
H: -1.6557 3.0004 -4.5971  0.08
H: -0.8113 0.4267 -2.4178  0.07
H: 0.3326 0.1873 -3.7472  0.09
H: 0.9041 0.7400 -2.1555  0.05
H: 0.6609 4.2523 -3.1147  0.13
H: 3.1696 4.6344 -4.0229  0.14
H: 2.6731 4.7018 -2.2999  0.12
H: 5.1968 4.4293 -2.6829  0.13
H: 4.4486 3.1268 -1.6801  0.12
H: 4.6433 1.0240 -4.7293  0.13
H: 4.1641 0.8786 -3.0057  0.12
H: 2.1039 1.0454 -4.2763  0.10
H: 2.7515 2.3898 -5.2567  0.14
C: -4.7587 -5.9813 -1.8496  -0.17
C: -3.8466 -4.7538 -1.7650  -0.13
N: -2.6994 -4.9880 -0.8844  -0.09
C: -1.9050 -3.8429 -0.6695  -0.19
C: -0.5780 -3.7826 -1.1389  0.01
C: 0.1309 -2.6035 -1.0413  0.02
C: -0.3611 -1.5183 -0.2743  -0.23
C: 0.5290 -0.4343 -0.0094  0.08
C: 0.5394 0.2675 1.2244  -0.20
C: 0.1353 -0.3828 2.4295  0.01
C: 0.3256 0.2126 3.6608  0.02
C: 0.7462 1.5544 3.7103  -0.19
N: 0.7034 2.3133 4.8932  -0.10
C: -0.3513 3.3275 4.8757  -0.13
C: -0.2277 4.2726 6.0622  -0.18
O: 0.0109 3.5825 7.2904  -0.13
C: 1.1353 2.6977 7.2114  -0.17
C: 0.8965 1.6169 6.1621  -0.15
C: 1.1341 2.2282 2.5247  0.01
C: 1.0541 1.5982 1.3017  0.02
C: -1.6981 -1.5945 0.2352  0.00
C: -2.4657 -2.7202 0.0006  0.02
C: -1.9939 -6.2545 -1.1076  -0.15
C: -3.0088 -7.3955 -1.0597  -0.17
O: -4.0406 -7.2052 -2.0322  -0.13
H: -5.3822 -6.0222 -0.9326  0.13
H: -5.3859 -5.9022 -2.7540  0.14
H: -3.4928 -4.5196 -2.7955  0.14
H: -4.4025 -3.8864 -1.3859  0.12
H: -0.1288 -4.6407 -1.6439  0.12
H: 1.1137 -2.5074 -1.4952  0.13
H: 1.4088 -0.3084 -0.6618  0.13
H: -0.2816 -1.3882 2.3764  0.12
H: 0.0902 -0.3310 4.5810  0.12
H: -0.2663 3.8870 3.9377  0.12
H: -1.3472 2.8404 4.9056  0.14
H: 0.5857 4.9933 5.8456  0.13
H: -1.1862 4.7931 6.2126  0.14
H: 2.0638 3.2452 6.9432  0.14
H: 1.2199 2.2672 8.2210  0.13
H: 0.0118 1.0103 6.4346  0.13
H: 1.7721 0.9545 6.0965  0.14
H: 1.5112 3.2474 2.6076  0.13
H: 1.3655 2.1005 0.3817  0.13
H: -2.1091 -0.7503 0.7980  0.13
H: -3.4934 -2.7808 0.3682  0.13
H: -1.4896 -6.2686 -2.0930  0.13
H: -1.2293 -6.3986 -0.3329  0.14
H: -2.5315 -8.3469 -1.3501  0.14
H: -3.4179 -7.4627 -0.0317  0.13

- Charge: +1
- Multiplicity: 1
- HOMO-LUMO gap: 4.53 eV
- Calculated total energy: -41325.4636 eV
- Energy relative to the best compared isomer or geometry (same formula, charge and spin): 65.5 kcal/mol
- HOMO: -9.60 eV
- Largest force on an atom: 0.0396 Eh/bohr
- E_LUMO: -0.1862 Ha